ORCA calculation (ωB97M-V with the def2-TZVPD basis set) on one molecule with the formula C6H12O.

```
19
Properties=species:S:1:pos:R:3
C 0.570 -1.550 1.115
C -0.282 -0.668 0.197
C -0.950 -1.486 -0.903
C 0.585 0.452 -0.334
C 0.082 1.596 -1.181
C 0.443 1.838 0.243
O -0.666 2.157 1.039
H 1.059 -0.956 1.897
H -0.033 -2.324 1.602
H 1.360 -2.054 0.542
H -1.067 -0.195 0.801
H -1.590 -2.264 -0.472
H -0.204 -1.973 -1.542
H -1.573 -0.846 -1.538
H 1.613 0.162 -0.556
H 0.706 1.984 -1.980
H -0.987 1.639 -1.374
H 1.373 2.326 0.519
H -0.401 2.161 1.965
```

Summary:
Lowest unoccupied orbital energy ... 0.9 eV
Calculated total energy ... -8463.14954 eV
SMILES string ... CC(C)[C@H]1C[C@H]1O
Kohn-Sham gap ... 10.3 eV
Molar mass ... 100.16 g/mol
Relative energy (zero: lowest compared OMol25 entry of this formula, charge and spin) ... 116.2 kJ/mol


ORCA calculation (ωB97M-V with the def2-TZVPD basis set) on C27H30AsINO2PSn as an isolated structure.

```
64
Properties=species:S:1:pos:R:3
Sn 0.880 1.194 -1.816
I -1.431 2.879 -0.303
C -0.835 3.418 1.615
C -1.222 4.688 1.945
C -1.024 5.184 3.247
C -0.484 4.361 4.182
C -0.081 3.041 3.860
C 0.425 2.237 4.910
C 0.819 0.956 4.684
C 0.778 0.465 3.372
C 0.315 1.202 2.302
P 0.625 0.272 0.750
C 2.333 -0.306 0.904
C 3.332 0.624 0.608
C 4.668 0.267 0.704
C 5.014 -1.022 1.085
C 4.024 -1.951 1.380
C 2.686 -1.597 1.291
C -0.481 -1.163 0.831
C -0.280 -2.257 -0.014
C -1.152 -3.334 0.017
C -2.239 -3.326 0.885
C -2.452 -2.238 1.717
C -1.578 -1.158 1.691
C -0.195 2.528 2.533
H -1.702 5.321 1.212
H -1.327 6.192 3.493
H -0.354 4.695 5.204
H 0.479 2.668 5.902
H 1.191 0.332 5.485
H 1.160 -0.534 3.204
H 3.078 1.644 0.336
H 5.438 0.996 0.487
H 6.056 -1.302 1.160
H 4.296 -2.951 1.691
H 1.923 -2.325 1.536
H 0.569 -2.258 -0.681
H -0.979 -4.189 -0.624
H -2.910 -4.175 0.920
H -3.292 -2.230 2.399
H -1.741 -0.323 2.362
C 1.581 -1.150 -4.655
C 1.845 -1.608 -3.255
N 2.248 -2.855 -3.060
O 1.717 -0.827 -2.286
H 1.710 -1.935 -5.396
H 2.263 -0.330 -4.880
H 0.565 -0.759 -4.704
H 2.407 -3.476 -3.835
H 2.504 -3.163 -2.135
C -3.368 1.613 -3.621
As -2.467 0.086 -2.928
C -2.597 -1.321 -4.198
C -3.249 -0.464 -1.285
O -0.811 0.422 -2.720
H -4.418 1.361 -3.770
H -2.919 1.892 -4.573
H -3.295 2.439 -2.919
H -3.640 -1.441 -4.492
H -2.234 -2.245 -3.751
H -2.001 -1.062 -5.071
H -4.234 -0.890 -1.473
H -3.337 0.398 -0.628
H -2.599 -1.212 -0.832
```

Summary:
Lowest unoccupied orbital energy ... -5.0 eV
Net charge ... +2
Calculated total energy ... -118118.93402 eV
Kohn-Sham gap ... 8.3 eV
Molar mass ... 752.05 g/mol
Relative energy (zero: lowest compared OMol25 entry of this formula, charge and spin) ... 0.0 kJ/mol


ORCA calculation (ωB97M-V with the def2-TZVPD basis set) on a 8-piece molecular cluster, C51H65N9O2 overall in a non-equilibrium geometry.

```
127
Properties=species:S:1:pos:R:3
C 2.014 -4.071 -0.074
C 1.176 -2.957 0.237
C 0.051 -1.725 0.125
C -1.550 -2.201 0.203
C -2.015 -3.786 0.399
C -2.763 -1.098 0.086
C -2.324 0.505 -0.075
C -0.718 0.974 -0.107
N -0.426 2.449 -0.261
C -0.441 3.201 1.049
C -0.737 2.292 2.379
C -0.776 3.226 3.767
C -0.387 4.796 3.505
C 0.497 -0.123 -0.024
N 1.982 0.165 -0.053
C 2.445 0.761 -1.363
C 1.533 0.372 -2.669
C -3.567 1.587 -0.197
O -3.523 2.870 0.174
C -5.018 1.069 -0.840
C -6.050 2.099 -1.630
C -5.302 3.120 -2.676
C -5.879 4.659 -2.662
C -5.175 5.651 -1.562
C -5.388 -0.388 -0.642
C -4.378 -1.446 0.154
O -4.925 -2.468 0.820
H 2.512 -5.149 0.033
H -2.674 -3.826 1.393
H -1.118 -4.519 0.566
H -2.747 -4.150 -0.462
H 0.466 2.638 -0.774
H 0.650 3.671 1.173
H -1.226 4.081 0.924
H -1.763 1.718 2.373
H 0.192 1.560 2.537
H -0.161 2.716 4.655
H -1.905 3.225 4.154
H -1.196 5.262 2.775
H -0.477 5.428 4.511
H 0.712 4.847 3.046
H 2.305 0.738 0.757
H 2.489 1.948 -1.261
H 3.563 0.445 -1.638
H 0.508 0.948 -2.735
H 1.430 -0.793 -2.740
H 2.143 0.702 -3.640
H -6.661 2.756 -0.869
H -6.841 1.429 -2.207
H -4.117 3.095 -2.566
H -5.509 2.705 -3.776
H -7.038 4.612 -2.413
H -5.689 5.126 -3.741
H -4.556 6.483 -2.134
H -6.050 6.204 -0.970
H -4.485 5.113 -0.780
H -6.424 -0.758 -1.058
C -3.128 -0.075 -5.337
C -2.191 -1.061 -5.730
C -1.619 -1.563 -4.583
N -2.174 -0.912 -3.513
C -3.099 -0.006 -3.962
H -3.756 0.520 -5.987
H -1.960 -1.371 -6.741
H -0.865 -2.326 -4.438
H -1.938 -1.075 -2.542
H -3.654 0.609 -3.268
C -0.509 8.924 0.027
C 0.491 7.935 -0.135
C -0.079 6.721 0.174
N -1.386 6.942 0.522
C -1.659 8.282 0.429
H -0.402 9.989 -0.134
H 1.516 8.093 -0.444
H 0.333 5.721 0.178
H -2.046 6.229 0.801
H -2.645 8.664 0.659
C 6.091 4.825 -1.212
C 7.091 3.837 -1.374
C 6.521 2.622 -1.065
N 5.214 2.844 -0.717
C 4.941 4.184 -0.810
H 6.198 5.890 -1.373
H 8.116 3.994 -1.683
H 6.933 1.622 -1.061
H 4.554 2.130 -0.438
H 3.955 4.565 -0.580
C 0.110 -5.165 -7.132
C 0.530 -4.513 -5.948
C 1.390 -3.504 -6.318
N 1.507 -3.526 -7.683
C 0.726 -4.533 -8.189
H -0.569 -6.004 -7.206
H 0.236 -4.754 -4.934
H 1.928 -2.774 -5.728
H 2.080 -2.898 -8.232
H 0.677 -4.713 -9.254
C 2.963 1.345 4.988
C 3.051 2.723 5.299
C 3.835 2.839 6.425
N 4.219 1.580 6.807
C 3.696 0.663 5.933
H 2.423 0.899 4.162
H 2.593 3.542 4.760
H 4.151 3.708 6.987
H 4.798 1.362 7.607
H 3.889 -0.394 6.058
C 0.098 -6.447 4.224
C -0.628 -5.346 3.711
C 0.290 -4.401 3.309
N 1.544 -4.891 3.567
C 1.437 -6.141 4.119
H -0.311 -7.365 4.625
H -1.704 -5.253 3.641
H 0.158 -3.423 2.865
H 2.412 -4.407 3.377
H 2.320 -6.703 4.391
C 2.574 -11.789 3.361
C 1.523 -10.852 3.227
C 2.055 -9.602 3.455
N 3.390 -9.754 3.727
C 3.717 -11.084 3.666
H 2.506 -12.863 3.246
H 0.488 -11.065 2.990
H 1.599 -8.621 3.449
H 4.033 -9.002 3.938
H 4.731 -11.413 3.847
```

Summary:
Lowest unoccupied orbital energy ... -2.1 eV
Calculated total energy ... -71423.78524 eV
SMILES string ... C#Cc1c(C)c2c(c(NCCCC)c1NCC)C(=O)C(CCCC)=CC2=O.c1cc[nH]c1.c1cc[nH]c1.c1cc[nH]c1.c1cc[nH]c1.c1cc[nH]c1.c1cc[nH]c1.c1cc[nH]c1
Kohn-Sham gap ... 6.0 eV
Molar mass ... 836.14 g/mol


> molar mass of number 3 (C51H65N9O2)?

836.14 g/mol